1.
Formula: C26H75BIN3O12P
Source: OMol25
Level of theory: ωB97M-V/def2-TZVPD

```
119
Properties=species:S:1:pos:R:3:mulliken_charge:R:1
C -4.793 2.694 4.621 -1.24
C -5.096 3.205 3.198 -0.44
C -3.888 3.239 2.257 -0.20
C -3.074 1.908 2.254 -1.20
N -2.317 1.635 1.065 -0.54
P -2.475 0.235 -0.078 1.69
C -0.514 0.350 -0.379 -0.57
C 0.151 1.487 -1.072 -1.14
N 0.758 1.499 -2.229 -0.67
C -4.319 -0.089 0.439 -1.66
C -5.445 0.938 0.208 0.15
C -6.374 0.545 -0.960 -0.32
C -7.564 1.504 -1.077 -1.11
O -8.627 1.141 -0.173 -0.64
C -2.925 1.478 -1.543 -1.00
C -3.021 2.968 -1.361 -0.12
C -1.842 3.883 -1.101 -1.58
N -4.175 3.538 -1.639 -0.40
C -2.713 -1.149 -1.440 -1.77
C -1.729 -1.266 -2.614 -0.23
C -2.464 -1.590 -3.937 -1.40
I -0.392 -2.990 -2.351 -0.01
B -1.954 -1.093 1.316 1.72
O -1.306 -2.318 0.973 -0.68
O -2.116 -0.905 2.696 -0.38
C -2.418 -2.074 3.451 -0.85
H -3.741 2.784 4.892 0.27
H -5.441 3.200 5.342 0.39
H -5.055 1.631 4.690 0.29
H -5.931 2.656 2.746 0.00
H -5.456 4.238 3.295 0.54
H -3.237 4.057 2.596 0.57
H -4.222 3.515 1.252 -0.14
H -3.727 1.145 2.680 0.07
H -2.366 2.071 3.083 0.57
H -1.382 2.002 1.159 0.37
H -0.100 0.382 0.644 0.66
H -0.069 -0.585 -0.748 -0.15
H 0.231 2.438 -0.519 0.56
H 0.675 0.549 -2.617 0.37
H -4.329 -0.351 1.505 0.37
H -4.692 -1.038 0.027 0.64
H -6.123 0.887 1.078 0.71
H -5.148 1.985 0.150 -0.60
H -6.774 -0.439 -0.682 0.44
H -5.833 0.412 -1.902 0.23
H -7.225 2.499 -0.785 0.42
H -7.956 1.479 -2.095 0.47
H -8.385 1.472 0.710 0.39
H -3.867 1.191 -2.019 0.62
H -2.212 1.357 -2.378 0.94
H -1.290 3.671 -0.186 0.14
H -2.121 4.936 -1.088 0.62
H -1.123 3.750 -1.924 0.28
H -4.112 4.551 -1.553 0.29
H -2.855 -2.151 -1.021 0.58
H -3.668 -0.958 -1.947 0.62
H -1.135 -0.382 -2.834 -0.17
H -3.246 -0.832 -4.056 0.36
H -1.767 -1.525 -4.777 0.43
H -2.915 -2.582 -3.882 0.42
H -0.369 -2.216 1.230 0.22
H -2.900 -1.776 4.389 0.24
H -3.113 -2.737 2.925 0.31
H -1.523 -2.651 3.710 0.26
C 3.328 -3.879 -0.810 -0.43
O 2.961 -3.008 0.260 -0.50
H 3.364 -4.891 -0.413 0.24
H 2.587 -3.832 -1.607 0.11
H 4.312 -3.612 -1.205 0.26
H 2.904 -2.118 -0.110 0.23
C 6.064 -1.606 1.881 -0.37
O 5.313 -1.139 0.759 -0.42
H 7.006 -1.068 1.906 0.18
H 5.517 -1.415 2.810 0.30
H 6.272 -2.668 1.788 0.05
H 4.488 -1.638 0.758 0.30
C -7.249 5.609 -2.480 -0.63
O -6.797 4.780 -1.424 -0.44
H -7.988 6.298 -2.074 0.24
H -6.424 6.190 -2.907 0.26
H -7.718 5.016 -3.272 0.25
H -6.133 4.170 -1.789 0.33
C 7.547 1.792 -1.184 -0.54
O 6.995 0.879 -2.121 -0.49
H 7.963 2.627 -1.744 0.24
H 6.777 2.169 -0.505 0.25
H 8.346 1.325 -0.601 0.24
H 6.624 0.143 -1.621 0.28
C 3.899 0.314 -3.914 -0.36
O 3.413 1.645 -3.983 -0.55
H 4.650 0.188 -4.689 0.27
H 4.362 0.131 -2.940 0.05
H 3.089 -0.406 -4.076 0.24
H 2.746 1.743 -3.291 0.35
C 7.899 -5.130 1.442 -0.49
O 8.394 -3.807 1.556 -0.47
H 6.881 -5.078 1.061 0.21
H 8.511 -5.709 0.744 0.20
H 7.891 -5.622 2.420 0.25
H 9.297 -3.876 1.894 0.31
C 10.989 -6.543 2.608 -0.63
O 10.870 -5.124 2.565 -0.41
H 10.281 -6.959 1.896 0.21
H 11.998 -6.856 2.330 0.28
H 10.754 -6.925 3.605 0.30
H 11.502 -4.761 3.197 0.25
C -10.575 1.706 -2.917 -0.50
O -10.199 2.710 -3.862 -0.51
H -10.067 0.785 -3.189 0.21
H -10.272 1.993 -1.910 0.22
H -11.656 1.539 -2.945 0.33
H -10.646 3.526 -3.614 0.28
C 14.363 -2.675 3.074 -0.53
O 13.228 -3.209 3.753 -0.48
H 14.026 -2.307 2.110 0.22
H 14.799 -1.848 3.639 0.25
H 15.122 -3.445 2.916 0.25
H 13.526 -3.532 4.610 0.28
```

Values from the calculation:
HOMO level: -4.221 eV
total charge: -1
E_tot: -75280.16189 eV
orbital gap: 5.56 eV
spin multiplicity: 1

2.
Formula: C26H75F4N5O18S11V
Source: OMol25
Level of theory: ωB97M-V/def2-TZVPD

```
140
Properties=species:S:1:pos:R:3:mulliken_spin:R:1
V -1.356 -3.150 -0.102 1.84
N -3.254 -4.341 0.215 0.00
S -3.546 -5.758 0.957 0.00
O -4.901 -6.115 0.747 0.00
O -2.965 -5.788 2.317 0.00
F -2.654 -6.817 0.107 0.00
S -4.521 -3.608 -0.364 0.00
O -5.211 -3.065 0.738 0.00
O -5.145 -4.173 -1.499 0.00
F -3.791 -2.241 -0.812 0.00
N -0.524 -1.069 -0.057 0.00
S 0.526 -0.566 0.986 0.03
O 0.082 -0.194 2.290 0.00
O 1.624 0.125 0.481 0.00
F 1.065 -2.109 1.340 0.02
S -1.081 -0.007 -1.092 0.01
O -0.158 0.511 -1.999 0.00
O -2.065 0.779 -0.479 0.00
F -1.866 -0.984 -2.036 0.01
C -2.749 5.490 2.950 0.00
C -1.780 4.715 2.102 0.00
C -0.441 5.405 1.964 0.00
O 0.319 4.716 1.023 0.00
C 1.677 5.004 0.888 0.00
N -1.638 3.294 2.591 0.00
H -2.960 6.461 2.526 0.00
H -2.417 5.600 4.019 0.00
H -3.685 4.916 2.974 0.00
H -2.213 4.690 1.132 0.00
H 0.049 5.373 2.923 0.00
H -0.607 6.472 1.703 0.00
H 1.793 6.052 0.729 0.00
H 2.069 4.433 0.074 0.00
H 2.201 4.840 1.841 0.00
H -1.140 3.191 3.462 0.00
H -0.968 2.889 1.970 0.00
C 5.631 -0.172 0.309 0.00
C 5.590 1.322 0.303 0.00
C 7.033 1.933 0.389 0.00
O 7.780 1.307 1.419 0.00
C 9.195 1.510 1.335 0.00
N 4.733 1.906 -0.799 0.00
H 4.625 -0.499 0.505 0.00
H 6.343 -0.544 0.987 0.00
H 5.988 -0.504 -0.649 0.00
H 5.196 1.768 1.182 0.00
H 7.017 3.035 0.508 0.00
H 7.569 1.708 -0.556 0.00
H 9.688 1.377 0.383 0.00
H 9.586 0.764 2.014 0.00
H 9.480 2.438 1.770 0.00
H 5.046 1.527 -1.684 0.00
H 3.781 1.532 -0.683 0.00
C -6.178 0.082 -1.347 0.00
C -7.098 1.151 -0.636 0.00
C -6.292 2.130 0.239 0.00
O -5.993 1.542 1.517 0.00
C -5.336 2.589 2.329 0.00
N -7.577 1.940 -1.783 0.00
H -5.246 0.628 -1.745 0.00
H -6.732 -0.300 -2.237 0.00
H -5.902 -0.817 -0.720 0.00
H -7.875 0.644 -0.027 0.00
H -6.846 3.064 0.429 0.00
H -5.374 2.338 -0.272 0.00
H -5.956 3.488 2.406 0.00
H -4.378 2.892 1.945 0.00
H -5.322 2.093 3.319 0.00
H -8.342 1.371 -2.226 0.00
H -8.024 2.860 -1.547 0.00
C -3.344 4.434 -2.428 0.00
S -2.834 3.021 -3.423 0.00
O -3.215 3.175 -4.837 0.00
C -1.029 3.280 -3.302 0.00
H -2.983 4.389 -1.410 0.00
H -4.418 4.552 -2.514 0.00
H -2.990 5.313 -2.892 0.00
H -0.686 4.296 -3.656 0.00
H -0.576 2.515 -3.899 0.00
H -0.798 3.145 -2.237 0.00
C 2.268 -4.743 1.757 0.01
S 0.426 -4.874 1.993 0.02
O -0.304 -4.607 0.632 0.01
C 0.373 -6.665 2.124 0.00
H 2.654 -4.891 2.758 0.00
H 2.434 -3.788 1.296 0.00
H 2.567 -5.540 1.045 0.00
H 0.748 -6.930 3.117 0.00
H 1.048 -6.989 1.352 0.00
H -0.669 -6.902 1.812 0.00
C 5.911 2.398 -4.853 0.00
S 4.111 1.964 -4.992 0.00
O 3.941 0.817 -3.976 0.00
C 3.522 3.449 -4.045 0.00
H 6.038 2.571 -3.785 0.00
H 6.230 3.307 -5.399 0.00
H 6.507 1.534 -5.169 0.00
H 3.656 4.366 -4.622 0.00
H 4.086 3.556 -3.146 0.00
H 2.481 3.373 -3.698 0.00
C -1.082 -4.183 -4.453 0.00
S -1.468 -5.065 -2.846 0.01
O -1.743 -3.891 -1.928 0.03
C -3.207 -5.675 -3.239 0.00
H -1.992 -4.132 -5.012 0.00
H -0.239 -4.610 -4.980 0.00
H -0.805 -3.174 -4.162 0.00
H -3.084 -6.577 -3.756 0.00
H -3.690 -4.895 -3.762 0.00
H -3.643 -5.877 -2.258 0.00
C -3.420 -0.679 2.019 0.01
S -3.112 -2.377 2.564 0.00
O -1.906 -2.790 1.693 -0.02
C -2.241 -2.068 4.101 0.00
H -4.323 -0.224 2.365 0.00
H -3.360 -0.675 0.933 0.00
H -2.549 -0.176 2.433 0.00
H -2.878 -1.445 4.751 0.00
H -1.324 -1.578 3.809 0.00
H -2.030 -3.011 4.592 0.00
C 2.037 -2.609 -4.010 0.00
S 1.706 -2.108 -2.319 0.01
O 0.833 -3.265 -1.750 0.01
C 3.375 -2.385 -1.553 0.00
H 2.274 -3.657 -3.932 0.00
H 2.865 -1.941 -4.319 0.00
H 1.147 -2.401 -4.569 0.00
H 3.285 -2.077 -0.529 0.00
H 4.097 -1.816 -2.123 0.00
H 3.703 -3.380 -1.689 0.00
C 2.465 0.600 4.953 0.00
S 2.792 -1.052 4.144 0.00
O 3.056 -0.796 2.698 0.00
C 4.413 -1.292 4.933 0.00
H 2.152 0.466 6.015 0.00
H 1.653 1.079 4.391 0.00
H 3.380 1.181 4.953 0.00
H 4.679 -2.310 4.695 0.00
H 4.384 -1.222 6.018 0.00
H 5.071 -0.511 4.541 0.00
```

Values from the calculation:
HOMO level (alpha / beta): -9.949 / -9.949 eV
total charge: +1
E_tot: -228216.18410 eV
⟨S²⟩: 2.009
orbital gap (alpha / beta): 6.28 / 7.36 eV
spin multiplicity: 3

total charge of number 1 (C26H75BIN3O12P)? -1

What is the formula in the first record? C26H75BIN3O12P

Look up the E_tot of the second one. -228216.18410 eV

Which formula does entry 2 have? C26H75F4N5O18S11V